[1]
Below is a 2-piece molecular cluster, C25H24N overall at a distorted geometry, with properties calculated with wB97M-V/def2-TZVPD.

For the orbital gap, the calculation gives 5.53 eV. The total energy comes out at -27796.981 eV. Its charge is +1. The LUMO energy is -5.3 eV.

```
50
C25H24N wB97M-V/def2-TZVPD
C -1.72 -0.76 4.08
C -3.16 -0.91 3.48
C -3.02 -2.18 2.71
C -1.72 -2.47 2.47
C -0.85 -1.35 2.93
C 0.66 -1.55 3.04
C 1.29 -2.64 2.42
C 2.68 -2.62 2.24
C 3.42 -1.53 2.71
C 2.80 -0.47 3.39
C 1.41 -0.51 3.59
H -1.47 0.26 4.38
H -1.63 -1.44 4.93
H -3.98 -0.90 4.19
H -3.31 -0.04 2.80
H -3.86 -2.75 2.36
H -1.28 -3.32 1.97
H 0.67 -3.47 2.08
H 3.16 -3.46 1.73
H 4.50 -1.54 2.61
H 3.36 0.37 3.79
H 0.88 0.28 4.13
C -2.13 5.52 -0.12
N -1.79 4.21 -0.69
C -0.44 3.86 -0.67
C -0.07 2.54 -1.11
C -1.09 1.79 -1.74
H -0.98 -0.62 2.16
C -2.43 1.97 -1.35
C -2.80 3.28 -0.88
C -4.13 3.51 -0.47
C -5.05 2.46 -0.35
C -4.64 1.15 -0.66
C -3.38 0.92 -1.19
C 1.16 2.03 -0.62
C 2.01 2.81 0.16
C 1.71 4.16 0.43
C 0.48 4.68 0.00
H -3.19 5.71 -0.31
H -1.91 5.59 0.95
H -1.55 6.28 -0.65
H -0.79 0.87 -2.23
H -4.48 4.51 -0.22
H -6.07 2.66 -0.03
H -5.34 0.34 -0.49
H -3.02 -0.09 -1.43
H 1.34 0.97 -0.81
H 2.93 2.39 0.56
H 2.42 4.78 0.99
H 0.24 5.72 0.23
```

Results of the Mulliken charge analysis, in e, for atoms 1 through 4: atom 1 (C): -0.78, atom 2 (C): -0.61, atom 3 (C): -0.50, atom 4 (C): -0.49

***

[2]
Below is an isolated molecule of C16H21N3O5S at a distorted geometry, with properties calculated with wB97M-V/def2-TZVPD.

For the orbital gap, the calculation gives 9.50 eV. As for the structure (SMILES): Cn1c(=O)oc2cc(S(=O)(=O)NCCC(=O)NC3CCCC3)ccc21. The total energy comes out at -42477.123 eV. The LUMO energy is 0.4 eV.

```
46
C16H21N3O5S wB97M-V/def2-TZVPD
C 7.01 0.53 1.00
N 5.91 0.17 0.15
C 6.06 -0.43 -1.08
O 7.10 -0.74 -1.60
O 4.82 -0.63 -1.62
C 3.90 -0.15 -0.74
C 2.53 -0.13 -0.85
C 1.85 0.43 0.23
S 0.07 0.46 0.20
O -0.42 1.63 0.86
O -0.38 0.21 -1.15
N -0.27 -0.81 1.22
C -0.18 -2.17 0.72
C -1.25 -2.53 -0.32
C -2.61 -2.03 0.17
O -3.27 -2.64 0.99
N -2.97 -0.85 -0.36
C -4.18 -0.14 0.01
C -5.09 0.05 -1.22
C -5.23 1.57 -1.42
C -3.99 2.15 -0.74
C -3.85 1.28 0.50
C 2.49 0.93 1.35
C 3.87 0.91 1.45
C 4.57 0.36 0.39
H 7.92 0.24 0.49
H 6.93 0.01 1.96
H 7.02 1.61 1.18
H 2.00 -0.49 -1.71
H -1.10 -0.64 1.76
H -0.27 -2.83 1.58
H 0.82 -2.28 0.29
H -1.01 -2.07 -1.28
H -1.29 -3.61 -0.43
H -2.33 -0.37 -0.97
H -4.66 -0.75 0.79
H -4.62 -0.41 -2.09
H -6.06 -0.43 -1.07
H -6.13 1.93 -0.92
H -5.30 1.84 -2.47
H -3.11 2.03 -1.38
H -4.10 3.20 -0.50
H -4.58 1.58 1.26
H -2.85 1.34 0.94
H 1.88 1.36 2.13
H 4.38 1.30 2.31
```

Results of the Mulliken charge analysis, in e, for atoms 1 through 4: atom 1 (C): -1.01, atom 2 (N): 0.06, atom 3 (C): 0.45, atom 4 (O): -0.59

***

[3]
Below is a 11-piece molecular cluster, C34H60F2O33 overall at a distorted geometry, with properties calculated with wB97M-V/def2-TZVPD.

For the orbital gap, the calculation gives 10.56 eV. As for the structure (SMILES): O=C1OC[C@@H](F)O1.O=C1OC[C@@H](F)O1.C[C@H]1COC(=O)O1.COC(=O)OC.COC(=O)OC.COC(=O)OC.COC(=O)OC.COC(=O)OC.COC(=O)OC.COC(=O)OC.COC(=O)OC. The total energy comes out at -109234.445 eV. The LUMO energy is 0.2 eV.

```
129
C34H60F2O33 wB97M-V/def2-TZVPD
O 25.24 17.53 -12.27
C 25.41 17.28 -11.12
O 25.11 18.08 -10.11
C 25.76 17.58 -8.91
C 25.89 16.11 -9.27
F 24.75 15.44 -8.88
O 25.97 16.12 -10.66
H 26.76 18.01 -8.98
H 25.21 17.83 -8.02
H 26.74 15.54 -8.89
O 21.07 8.97 -15.35
C 21.84 9.83 -15.10
O 23.06 9.68 -14.56
C 23.62 10.97 -14.31
C 22.79 11.88 -15.21
F 23.40 11.94 -16.44
O 21.60 11.16 -15.32
H 23.56 11.15 -13.24
H 24.67 10.98 -14.61
H 22.64 12.89 -14.86
C 22.69 16.04 -14.61
C 22.48 17.17 -13.61
C 22.82 18.57 -14.07
O 21.53 19.20 -14.15
C 20.54 18.33 -13.89
O 19.39 18.52 -14.14
O 21.06 17.20 -13.32
H 21.98 16.16 -15.42
H 22.51 15.08 -14.12
H 23.72 16.04 -14.97
H 22.99 16.94 -12.68
H 23.38 18.60 -15.00
H 23.30 19.10 -13.25
C 21.81 20.06 -10.78
O 21.51 19.61 -9.45
C 21.69 18.32 -9.22
O 22.11 17.52 -10.01
O 21.34 18.06 -7.96
C 21.74 16.78 -7.45
H 20.99 19.79 -11.44
H 22.75 19.62 -11.12
H 21.91 21.14 -10.73
H 22.81 16.63 -7.56
H 21.24 15.98 -8.00
H 21.39 16.80 -6.42
C 28.75 18.40 -19.25
O 28.17 17.10 -19.18
C 27.24 16.89 -18.27
O 26.96 17.63 -17.36
O 26.67 15.71 -18.53
C 25.48 15.34 -17.80
H 27.96 19.09 -19.55
H 29.60 18.34 -19.91
H 29.12 18.72 -18.27
H 25.61 14.26 -17.72
H 24.62 15.56 -18.43
H 25.41 15.75 -16.80
C 21.04 14.68 -10.97
O 20.51 14.61 -9.65
C 21.20 13.84 -8.82
O 22.18 13.21 -9.11
O 20.61 13.87 -7.62
C 21.39 13.36 -6.55
H 22.00 15.20 -11.02
H 20.36 15.28 -11.56
H 21.09 13.69 -11.43
H 21.03 13.75 -5.61
H 22.46 13.52 -6.70
H 21.29 12.27 -6.48
C 26.11 19.69 -14.84
O 25.41 20.40 -13.81
C 26.13 20.99 -12.87
O 27.27 21.35 -12.94
O 25.35 21.14 -11.79
C 25.87 21.99 -10.78
H 25.73 19.94 -15.82
H 25.99 18.62 -14.63
H 27.18 19.87 -14.74
H 26.09 22.97 -11.21
H 26.70 21.51 -10.26
H 25.07 22.11 -10.04
C 19.49 17.65 -17.69
O 19.45 16.49 -18.55
C 20.27 16.54 -19.59
O 21.07 17.40 -19.85
O 20.05 15.45 -20.34
C 20.69 15.44 -21.61
H 20.35 17.44 -17.05
H 18.59 17.71 -17.08
H 19.57 18.55 -18.30
H 20.16 14.68 -22.17
H 21.74 15.15 -21.60
H 20.59 16.41 -22.09
C 18.62 17.46 -10.32
O 17.97 17.51 -11.58
C 17.15 18.52 -11.81
O 16.94 19.42 -11.03
O 16.63 18.43 -13.01
C 15.76 19.46 -13.47
H 18.95 18.45 -10.02
H 19.47 16.80 -10.46
H 17.97 16.98 -9.59
H 16.11 20.44 -13.14
H 14.76 19.32 -13.07
H 15.78 19.37 -14.55
C 18.97 15.51 -14.97
O 18.68 14.58 -16.02
C 19.67 13.94 -16.60
O 20.83 13.90 -16.26
O 19.19 13.32 -17.66
C 20.06 12.43 -18.35
H 19.46 16.42 -15.27
H 19.58 15.02 -14.21
H 18.00 15.80 -14.57
H 20.82 12.99 -18.89
H 19.47 11.81 -19.00
H 20.58 11.82 -17.60
C 24.00 13.30 -11.60
O 24.44 13.83 -12.86
C 25.74 14.03 -13.01
O 26.60 13.70 -12.24
O 25.95 14.59 -14.19
C 27.24 14.50 -14.75
H 23.99 14.04 -10.80
H 24.73 12.56 -11.26
H 23.03 12.88 -11.81
H 27.29 13.56 -15.31
H 28.10 14.44 -14.08
H 27.40 15.30 -15.47
```

Results of the Mulliken charge analysis, in e, for atoms 1 through 4: atom 1 (O): -0.21, atom 2 (C): 0.24, atom 3 (O): -0.26, atom 4 (C): -0.66

***

[4]
Below is an isolated ion of composition C6H13N2 and charge +1 at a distorted geometry, with properties calculated with wB97M-V/def2-TZVPD.

For the orbital gap (alpha / beta), the calculation gives 6.77 / 6.77 eV. As for the structure (SMILES): C=[N+](C)CC/C=C/N. The total energy comes out at -9402.085 eV. Its charge is +1. The LUMO energy (alpha / beta) is -5.1 / -5.1 eV.

```
21
C6H13N2 wB97M-V/def2-TZVPD
C -0.19 1.55 0.02
N -1.07 0.56 0.07
C -2.41 0.71 -0.59
C -0.89 -0.67 0.87
C -0.10 -1.77 0.11
C 1.12 -1.05 -0.39
C 2.09 -0.45 0.39
N 2.57 0.78 -0.03
H -0.37 2.10 -0.94
H 0.49 1.70 0.55
H -2.56 1.77 -0.68
H -2.48 0.17 -1.54
H -3.03 0.25 0.17
H -1.81 -1.19 1.16
H -0.14 -0.29 1.56
H 0.26 -2.49 0.85
H -0.59 -2.37 -0.60
H 0.98 -0.55 -1.27
H 2.72 -1.09 1.04
H 1.91 1.19 -0.69
H 3.53 1.14 -0.05
```

Results of the Mulliken charge analysis, in e, for atoms 1 through 4: atom 1 (C): -1.17, atom 2 (N): 0.17, atom 3 (C): -0.94, atom 4 (C): -0.66